(1)
DFT (ωB97M-V/def2-TZVPD) results for a 5-piece molecular cluster, C42H75ClN2O6 overall.

Each line ends with the Löwdin charge.
Cartesian coordinates (Å):
C  -1.332  4.279  3.202  -0.152
C  -0.547  3.408  4.349  -0.264
C  1.087  3.394  4.211  -0.226
C  1.655  3.355  2.673  -0.222
C  1.683  1.818  2.015  -0.218
C  2.123  1.879  0.435  -0.219
C  2.142  0.389  -0.310  -0.201
C  2.037  0.539  -1.964  -0.192
C  2.075  -0.912  -2.752  -0.186
C  0.673  -1.208  -3.615  -0.136
C  -0.505  -1.380  -2.440  -0.038
C  -0.641  -2.681  -1.668  -0.037
C  0.344  -3.971  -1.950  -0.124
C  -0.323  -5.429  -1.588  -0.166
N  -0.328  -5.940  -0.297  0.048
C  -1.836  -2.654  -0.498  -0.140
O  -2.673  -3.667  -0.259  -0.032
C  -1.933  -1.210  0.340  -0.042
C  -2.148  -1.314  1.965  -0.193
C  -3.639  -0.859  2.477  -0.623
C  -4.749  -2.069  2.254  -0.142
Cl  -3.492  -0.642  4.350  0.462
C  -1.780  0.093  -0.424  -0.025
C  -1.821  1.550  0.335  -0.128
C  -2.408  2.781  -0.626  -0.191
C  -1.230  3.574  -1.457  -0.210
C  -1.952  4.710  -2.437  -0.198
C  -2.735  5.894  -1.557  -0.273
N  -1.845  6.497  -0.470  -0.041
C  -1.522  -0.107  -2.065  -0.133
O  -2.096  0.641  -3.012  -0.036
H  -1.040  3.882  2.134  0.045
H  -2.486  4.098  3.334  0.081
H  -1.128  5.444  3.287  0.094
H  -1.038  2.330  4.416  0.103
H  -0.790  3.926  5.391  0.110
H  1.477  4.366  4.781  0.115
H  1.475  2.482  4.875  0.119
H  1.156  4.137  1.947  0.102
H  2.804  3.671  2.735  0.116
H  2.555  1.260  2.610  0.125
H  0.668  1.249  2.217  0.098
H  3.146  2.448  0.345  0.122
H  1.313  2.507  -0.166  0.087
H  3.212  -0.075  -0.074  0.119
H  1.356  -0.351  0.143  0.104
H  2.999  1.122  -2.298  0.116
H  1.091  1.189  -2.195  0.092
H  3.045  -1.098  -3.379  0.114
H  2.067  -1.740  -1.892  0.095
H  0.478  -0.262  -4.301  0.120
H  0.783  -2.158  -4.292  0.105
H  0.772  -3.992  -3.064  0.120
H  1.287  -3.821  -1.236  0.128
H  -0.860  -6.053  -2.424  0.119
H  -0.824  -6.870  -0.275  0.054
H  -1.893  -2.441  2.262  0.139
H  -1.278  -0.671  2.471  0.114
H  -3.989  0.176  2.042  0.104
H  -4.272  -3.093  1.943  0.083
H  -5.541  -1.653  1.483  0.089
H  -5.348  -2.227  3.268  0.071
H  -2.448  1.568  1.327  0.108
H  -0.682  1.846  0.534  0.096
H  -2.884  3.582  0.120  0.107
H  -3.274  2.362  -1.320  0.126
H  -0.636  2.860  -2.207  0.104
H  -0.501  4.161  -0.753  0.091
H  -1.208  5.210  -3.191  0.106
H  -2.812  4.224  -3.107  0.116
H  -3.745  5.475  -1.080  0.118
H  -3.059  6.792  -2.249  0.106
H  -0.835  6.377  -0.738  0.070
H  -2.015  5.958  0.411  0.054
C  -3.839  0.550  -6.760  -0.180
C  -2.397  0.864  -6.454  -0.183
C  -1.681  -0.332  -7.041  -0.211
O  -2.466  -0.783  -8.153  -0.140
C  -3.737  -0.119  -8.113  -0.209
H  -4.489  1.429  -6.767  0.115
H  -4.229  -0.159  -6.020  0.118
H  -2.096  1.776  -6.982  0.118
H  -2.194  1.003  -5.389  0.085
H  -1.622  -1.154  -6.319  0.112
H  -0.669  -0.091  -7.378  0.116
H  -3.755  0.618  -8.922  0.116
H  -4.537  -0.845  -8.284  0.116
C  1.998  -8.527  1.355  -0.189
C  3.042  -9.085  2.287  -0.179
C  4.126  -8.032  2.216  -0.212
O  3.473  -6.779  1.966  -0.142
C  2.108  -7.040  1.609  -0.221
H  0.993  -8.917  1.536  0.112
H  2.271  -8.750  0.316  0.116
H  2.639  -9.139  3.305  0.117
H  3.395  -10.081  2.006  0.116
H  4.812  -8.223  1.385  0.115
H  4.707  -7.966  3.140  0.111
H  1.479  -6.734  2.452  0.118
H  1.835  -6.443  0.735  0.080
C  -4.019  10.035  1.360  -0.183
C  -5.037  9.653  2.403  -0.186
C  -4.763  8.177  2.588  -0.210
O  -3.366  7.978  2.332  -0.156
C  -2.836  9.173  1.741  -0.215
H  -3.783  11.102  1.346  0.115
H  -4.383  9.751  0.365  0.117
H  -4.831  10.191  3.336  0.116
H  -6.069  9.862  2.109  0.114
H  -5.324  7.574  1.866  0.115
H  -5.005  7.828  3.597  0.116
H  -2.211  9.667  2.492  0.116
H  -2.211  8.913  0.882  0.099
C  8.504  -5.740  2.672  -0.182
C  8.600  -6.377  1.310  -0.183
C  8.130  -7.789  1.587  -0.203
O  7.192  -7.710  2.669  -0.162
C  7.268  -6.398  3.243  -0.205
H  8.432  -4.650  2.643  0.116
H  9.382  -6.010  3.271  0.117
H  7.908  -5.882  0.619  0.118
H  9.602  -6.339  0.875  0.115
H  8.960  -8.428  1.909  0.117
H  7.652  -8.250  0.718  0.116
H  6.361  -5.855  2.956  0.118
H  7.298  -6.474  4.334  0.120

Atomic forces in eV per Å
-0.1 -0.3 0.1
-0.6 0.5 0.5
-0.4 0.2 0.6
1.3 -0.5 0.2
0.9 0.6 0.5
-1.3 -0.3 -0.3
1.5 0.3 0.0
0.7 -0.1 0.6
-1.0 -0.9 1.1
0.2 0.9 1.0
-0.4 -3.0 1.4
-0.4 3.7 -1.7
0.2 -0.3 0.7
-0.6 -1.6 3.7
0.0 1.9 -5.6
-2.6 -2.9 0.5
5.2 6.2 -1.4
0.4 2.6 -2.2
1.0 -0.1 -0.6
0.2 -1.2 -0.2
-0.7 0.9 0.5
0.0 0.1 -1.5
-0.4 -3.8 1.7
0.5 0.6 -1.3
0.1 0.2 0.7
-1.0 0.4 -1.5
-1.4 0.2 0.1
0.0 0.0 -0.5
-0.4 -1.4 -0.4
-1.8 1.9 -2.6
3.7 -4.4 5.7
-0.6 0.9 2.0
2.2 0.5 -0.3
-0.3 -2.5 -0.2
1.2 2.1 -0.3
0.5 -1.2 -2.1
-0.7 -2.0 -1.5
-0.6 1.8 -1.7
0.7 -1.6 1.6
-2.4 -0.6 -0.2
-2.0 1.0 -1.3
2.0 1.1 -0.6
-1.9 -1.3 0.1
1.7 -1.0 1.3
-2.3 0.7 -0.5
1.2 1.5 -1.0
-2.0 -0.8 0.6
1.7 -1.3 0.1
-2.0 0.6 1.0
0.2 1.7 -1.9
0.1 -2.1 1.5
-0.4 1.8 1.5
-1.3 0.2 2.5
-2.1 -0.4 -1.4
1.1 1.5 1.3
0.5 1.2 -0.4
-1.0 2.5 -0.6
-2.1 -1.1 -1.1
0.8 -2.2 0.9
-0.9 2.2 0.4
1.7 -1.2 1.3
1.4 0.4 -2.2
1.5 -0.5 -2.0
-2.5 -0.8 -0.1
1.0 -1.8 -1.6
2.0 1.0 1.3
-1.2 1.4 1.9
-1.3 -1.4 -1.1
-1.2 -0.9 1.6
2.0 0.7 1.4
2.4 0.8 -0.9
0.7 -2.0 1.1
-1.4 0.1 0.4
0.5 0.7 -1.0
-0.5 -0.1 0.3
0.4 0.6 0.2
0.1 -0.3 -0.1
-0.1 0.2 0.2
0.0 -0.1 -0.4
0.1 -0.1 0.0
0.0 0.1 -0.1
0.0 -0.1 0.0
0.0 -0.1 -0.2
0.1 0.0 0.1
-0.1 -0.1 -0.1
-0.1 0.0 0.0
0.2 0.0 -0.1
-0.3 -0.1 -0.5
0.0 -0.4 0.5
0.4 0.2 0.0
-0.1 -0.4 0.0
0.0 0.5 0.0
0.1 0.1 0.0
-0.1 0.0 0.1
0.1 0.0 -0.1
0.0 0.1 0.1
0.1 -0.1 0.1
0.0 0.1 -0.2
-0.1 0.0 -0.1
0.1 0.0 0.2
0.0 0.2 -0.6
-0.3 0.3 0.5
0.0 -0.5 0.0
-0.2 0.3 0.0
0.5 -0.1 0.1
0.0 -0.1 0.0
0.1 0.1 0.1
-0.1 -0.1 -0.1
0.1 -0.1 0.1
-0.1 0.0 0.0
0.1 0.0 -0.1
0.0 0.1 0.0
-0.1 -0.2 0.1
0.4 0.3 0.5
0.0 0.2 -0.6
0.0 -0.4 0.1
0.4 0.2 -0.1
-0.5 0.0 0.1
0.0 -0.1 0.0
-0.1 0.1 0.0
0.1 -0.1 0.0
-0.1 0.0 0.0
0.0 0.0 -0.1
0.0 0.0 0.1
0.0 0.1 0.1
-0.1 -0.1 -0.1

Properties
- net charge = 0
- electronic energy (Ha) = -2665.84137
- maximum force (hartree/bohr) = 0.1595

(2)
DFT (ωB97M-V/def2-TZVPD) results for a 2-piece molecular cluster, HN2O5 overall.

Each line ends with the Löwdin charge.
Cartesian coordinates (Å):
N  0.228  0.610  0.381  -0.316
N  -2.561  -0.058  -0.008  -0.589
O  0.465  1.111  1.497  -0.070
O  -3.654  -0.027  0.570  -0.057
O  -1.804  -1.007  0.039  -0.048
O  -0.300  1.160  -0.572  -0.013
O  -2.225  0.991  -0.682  -0.103
H  0.383  -0.462  0.198  0.195

Atomic forces in eV per Å
0.0 -0.8 -1.3
-1.3 3.5 -1.2
-0.1 -0.6 -0.6
-0.1 -0.6 0.5
1.0 -1.7 0.2
3.8 0.0 1.1
-3.0 -1.6 0.4
-0.3 2.0 0.8

Properties
- net charge = -1
- electronic energy (Ha) = -486.12101
- maximum force (hartree/bohr) = 0.0774
- ΔE to the lowest compared entry with this formula, charge and spin (kJ/mol) = 188.14

(3)
DFT (ωB97M-V/def2-TZVPD) results for an isolated molecule of C2H3F2OP.

Each line ends with the Löwdin charge.
Cartesian coordinates (Å):
C  0.842  0.480  0.852  -0.011
C  -0.512  -0.013  -0.055  -0.742
O  -0.905  -1.041  -2.588  -0.462
F  -1.208  -0.824  0.809  -0.034
F  -1.304  0.929  -0.462  0.079
P  -0.002  -1.291  -1.462  0.965
H  0.823  -0.254  1.559  0.005
H  0.553  1.557  1.271  0.117
H  1.713  0.458  0.075  0.081

Atomic forces in eV per Å
-2.6 3.3 -4.7
3.8 -1.2 1.3
-0.3 0.1 -0.4
-0.6 -0.3 0.3
-1.0 1.5 -0.5
0.1 0.4 0.8
0.7 -1.7 2.1
1.0 -2.4 -0.9
-1.2 0.3 2.0

Properties
- net charge = 0
- electronic energy (Ha) = -694.28297
- maximum force (hartree/bohr) = 0.1227
- ΔE to the lowest compared entry with this formula, charge and spin (kJ/mol) = 338.50

The highest electronic energy belongs to which entry? HN2O5

The highest electronic energy belongs to which entry? HN2O5